Entry 1:
{"formula": "C7H8NO2", "method": "ωB97M-V with the def2-TZVPD basis set", "elements": ["O", "O", "N", "C", "C", "C", "C", "C", "C", "C", "H", "H", "H", "H", "H", "H", "H", "H"], "positions_angstrom": [[1.898, 0.145, 0.980], [2.376, -1.044, 0.738], [1.174, 1.594, -0.949], [-2.360, 0.398, 1.076], [-0.199, -0.740, -1.298], [-2.512, -1.103, 0.354], [-1.472, -1.651, -0.809], [2.315, 1.132, -0.030], [-1.069, 1.330, 0.584], [-0.023, 0.736, -0.556], [2.665, 2.096, 0.580], [-0.920, 2.391, 1.101], [-1.590, -2.718, -1.302], [2.417, -1.222, -0.260], [3.233, 0.765, -0.660], [0.600, -1.034, -2.104], [-3.147, 0.763, 1.896], [-3.388, -1.838, 0.657]], "nbo_charge": [-0.2891, -0.4475, -0.8569, -0.2556, -0.3304, -0.3289, -0.2468, 0.0477, -0.2932, 0.2490, 0.1338, 0.2220, 0.2009, 0.4377, 0.1284, 0.2197, 0.2084, 0.2006], "total_charge": -1, "relative_energy_kcal_mol": 274.3, "gap_ev": 6.40, "mol_weight_da": 138.1, "e_lumo_ha": 0.14296, "e_homo_ev": -2.51}

=====

Entry 2:
{"formula": "C16H24ClN4O7S4Sr", "method": "ωB97M-V with the def2-TZVPD basis set", "elements": ["Sr", "Cl", "S", "S", "S", "S", "O", "O", "O", "O", "O", "O", "O", "N", "N", "N", "N", "C", "C", "C", "C", "C", "C", "C", "C", "C", "C", "C", "C", "C", "C", "C", "C", "H", "H", "H", "H", "H", "H", "H", "H", "H", "H", "H", "H", "H", "H", "H", "H", "H", "H", "H", "H", "H", "H", "H", "H"], "positions_angstrom": [[-1.777, 0.548, -1.099], [-4.503, -1.506, -2.269], [1.418, 1.941, -3.308], [-1.537, 2.945, 0.674], [-2.632, 3.187, -2.062], [-3.128, 5.308, -0.086], [-5.077, -1.996, -1.052], [-3.930, -2.607, -2.971], [-0.854, -1.424, -1.083], [-2.269, -0.375, 0.963], [-5.472, -0.866, -3.058], [-3.455, -0.605, -1.911], [0.381, 0.266, 0.679], [-1.860, -3.418, -1.003], [2.366, 2.613, -0.890], [0.724, 0.502, 2.885], [0.564, 3.773, -1.645], [-2.897, -4.320, -0.556], [5.619, 0.063, -0.286], [3.549, 0.534, -1.432], [3.431, 1.737, -0.739], [4.637, -0.287, -1.198], [-0.058, 0.247, 1.811], [-1.525, -0.083, 2.111], [5.500, 1.253, 0.414], [1.425, 2.757, -1.864], [-1.678, -2.163, -0.573], [0.265, 0.690, 4.240], [4.415, 2.081, 0.195], [-2.491, -1.718, 0.629], [2.080, 0.956, 2.664], [-2.478, 3.840, -0.464], [-1.248, -3.797, -2.263], [-2.289, -2.377, 1.483], [2.336, 0.803, 1.618], [-1.973, 0.826, 2.538], [-3.549, -1.810, 0.358], [6.467, -0.588, -0.117], [2.767, 0.392, 3.296], [-0.233, 3.829, -2.278], [4.328, 3.011, 0.744], [-0.435, -3.108, -2.472], [-2.534, -5.341, -0.691], [2.163, 2.018, 2.905], [4.723, -1.216, -1.743], [-0.666, 0.170, 4.439], [-1.590, -0.907, 2.834], [1.029, 0.307, 4.921], [0.305, 3.990, -0.685], [-3.804, -4.182, -1.151], [-3.135, -4.165, 0.493], [2.789, 0.252, -2.142], [0.120, 1.755, 4.447], [-0.866, -4.814, -2.188], [-1.991, -3.730, -3.057], [6.263, 1.537, 1.125], [2.271, 3.275, -0.129]], "lowdin_charge": [1.3793, 0.6675, 0.6346, 0.3406, 0.2913, 0.3555, -0.3316, -0.3245, -0.1570, -0.2821, -0.2659, -0.5511, 0.0054, -0.1206, 0.0654, -0.1410, 0.0637, -0.0347, -0.1153, -0.0513, -0.2633, -0.0868, -0.4631, -0.1414, -0.1073, -0.9059, -0.4708, -0.0472, -0.0512, -0.1206, -0.0299, -1.9209, -0.0201, 0.1453, 0.0707, 0.1167, 0.1149, 0.0919, 0.0928, 0.0122, 0.1102, 0.0939, 0.0927, 0.0995, 0.0998, 0.0790, 0.1331, 0.0897, 0.0321, 0.0825, 0.0893, 0.0353, 0.1031, 0.0906, 0.0844, 0.0965, 0.1440], "total_charge": -1, "relative_energy_kcal_mol": 39.0, "gap_ev": 5.34, "mol_weight_da": 635.7, "e_lumo_ha": 0.07079, "e_homo_ev": -3.42}

=====

Entry 3:
{"formula": "C12H16IrN2O5", "method": "ωB97M-V with the def2-TZVPD basis set", "elements": ["Ir", "O", "O", "O", "O", "O", "N", "N", "C", "C", "C", "C", "C", "C", "C", "C", "C", "C", "C", "C", "H", "H", "H", "H", "H", "H", "H", "H", "H", "H", "H", "H", "H", "H", "H", "H"], "positions_angstrom": [[-0.341, 3.660, -0.357], [2.507, 2.600, -1.228], [0.677, 3.228, 2.689], [-1.280, 2.809, -3.285], [-0.261, -0.759, 0.141], [-3.049, 2.371, 0.657], [-0.214, -2.721, 1.336], [0.450, -2.693, -0.916], [0.017, -1.965, 0.207], [-0.184, 5.974, 0.373], [-0.978, 3.303, -2.246], [-2.029, 2.873, 0.304], [0.115, -4.113, 1.449], [0.329, 3.543, 1.600], [1.460, 3.052, -0.898], [0.894, -4.031, -0.922], [0.091, -4.822, 0.096], [-0.554, 5.758, -0.951], [0.857, -1.954, -2.064], [-0.593, -1.959, 2.501], [-1.508, -1.339, 2.371], [-0.937, -4.959, -0.286], [0.168, 6.033, -1.734], [0.549, -0.907, -1.909], [-0.571, -4.510, 2.209], [0.183, -1.222, 2.827], [1.950, -2.010, -2.227], [0.377, -2.291, -3.004], [-0.771, -2.720, 3.277], [-1.598, 5.961, -1.232], [0.507, -5.823, 0.274], [1.960, -4.207, -0.671], [1.147, -4.234, 1.813], [0.839, 6.301, 0.604], [-0.949, 6.237, 1.115], [0.741, -4.465, -1.914]], "mulliken_spin": [0.8202, 0.0525, 0.0284, 0.0334, 0.8427, 0.0977, 0.4733, 0.4993, -0.1591, 0.2230, 0.1926, 0.1145, 0.0169, 0.2504, 0.1257, 0.0272, 0.0246, 0.0352, 0.0118, -0.0074, 0.0356, 0.0026, 0.0038, 0.0174, 0.0197, 0.0431, 0.0341, 0.0312, 0.0023, 0.0090, -0.0030, 0.0386, 0.0422, -0.0021, 0.0037, 0.0191], "total_charge": 3, "gap_ev": [4.13, 2.54], "mol_weight_da": 460.5, "e_lumo_ha": [-0.38869, -0.60280], "e_homo_ev": [-14.70, -18.95], "spin_multiplicity": 5}

=====

Entry 4:
{"formula": "C39H36Cl2N7O6STc", "method": "ωB97M-V with the def2-TZVPD basis set", "elements": ["Tc", "Cl", "Cl", "S", "O", "O", "O", "O", "O", "O", "N", "N", "N", "N", "N", "N", "N", "C", "C", "C", "C", "C", "C", "C", "C", "C", "C", "C", "C", "C", "C", "C", "C", "C", "C", "C", "C", "C", "C", "C", "C", "C", "C", "C", "C", "C", "C", "C", "C", "C", "C", "C", "C", "C", "C", "C", "H", "H", "H", "H", "H", "H", "H", "H", "H", "H", "H", "H", "H", "H", "H", "H", "H", "H", "H", "H", "H", "H", "H", "H", "H", "H", "H", "H", "H", "H", "H", "H", "H", "H", "H", "H"], "positions_angstrom": [[1.280, 0.204, -0.456], [5.967, -0.041, -0.671], [6.492, 5.114, 0.768], [1.480, 0.519, 2.873], [0.432, 1.469, 2.607], [1.019, 2.212, -0.310], [0.508, 0.373, -2.428], [2.809, 0.961, 3.180], [3.150, 0.537, -0.739], [-0.623, -1.923, -0.529], [-2.516, 0.065, -4.114], [2.071, -1.782, -0.086], [2.769, -2.338, 2.120], [-1.788, 0.088, -2.910], [-1.668, 7.754, -0.619], [1.546, -0.351, 1.473], [-0.274, -3.102, 7.177], [-4.541, 0.096, -0.411], [5.458, 3.796, 0.331], [1.900, -1.267, 4.870], [0.957, -0.570, 4.119], [-1.838, 0.835, -0.470], [-2.190, 3.115, 0.607], [-1.483, 4.441, -1.724], [-3.798, 0.050, 0.803], [-0.832, -2.730, -1.684], [3.321, -3.434, 1.600], [3.283, 2.860, -0.070], [-0.454, 0.350, -3.221], [-1.739, 6.608, -0.603], [-1.509, 3.062, -1.687], [-0.399, -0.702, 4.411], [0.131, -2.251, 6.182], [-3.448, -1.063, -4.326], [-0.568, -4.103, 0.304], [6.028, 2.552, 0.033], [4.102, 3.956, 0.276], [3.301, -3.748, 0.246], [-0.657, -4.191, -1.231], [1.875, 3.087, -0.114], [-1.637, 0.368, -5.122], [-3.873, 0.130, -1.642], [-2.509, 0.272, -1.696], [2.650, -2.859, -0.590], [-2.087, 0.349, -6.540], [3.836, 1.606, -0.376], [-0.396, 0.590, -4.622], [2.170, -1.554, 1.246], [-2.158, 4.502, 0.586], [-1.799, 5.167, -0.576], [-2.480, 0.323, 0.786], [1.492, -2.100, 5.888], [5.238, 1.487, -0.315], [-0.809, -1.537, 5.428], [-1.045, -2.692, 0.601], [-1.853, 2.379, -0.520], [-3.064, 0.817, -6.650], [-1.125, -0.118, 3.863], [1.499, 4.103, 0.036], [2.228, -2.634, 6.475], [3.781, -4.635, -0.135], [3.651, 4.912, 0.503], [-2.153, -0.673, -6.916], [-1.862, -1.625, 5.664], [-1.839, -2.553, -2.073], [-3.448, -1.692, -3.442], [-1.174, -4.857, 0.803], [7.101, 2.427, 0.082], [0.239, -4.640, -1.657], [-1.216, 4.960, -2.634], [-1.244, 2.532, -2.590], [-0.599, -2.242, 1.489], [-2.136, -2.634, 0.694], [-0.109, -2.414, -2.437], [0.462, -4.231, 0.641], [3.816, -4.093, 2.304], [-5.616, 0.001, -0.401], [-4.457, -0.700, -4.509], [-1.866, 0.295, 1.676], [-1.368, 0.884, -7.157], [-1.207, -3.005, 7.538], [-4.462, 0.024, -2.538], [2.952, -1.144, 4.656], [-0.783, 0.532, -0.427], [0.494, 0.863, -5.158], [-1.504, -4.797, -1.548], [-2.460, 2.614, 1.524], [-3.117, -1.661, -5.172], [-2.409, 5.067, 1.473], [2.586, -2.998, -1.663], [0.409, -3.400, 7.852], [-4.293, -0.221, 1.726]], "mulliken_spin": [1.8057, 0.0022, 0.0015, -0.0036, -0.0007, 0.0399, 0.0613, 0.0056, 0.0519, -0.0424, -0.0023, 0.0045, 0.0027, 0.0451, 0.0002, 0.0218, -0.0003, 0.4179, 0.0127, 0.0002, 0.0086, -0.2260, 0.0104, 0.0046, -0.1015, 0.0228, 0.0065, 0.0016, 0.0027, -0.0003, 0.0094, -0.0017, -0.0008, -0.0029, 0.0024, -0.0091, -0.0096, 0.0051, 0.0012, -0.0157, 0.0267, -0.1695, 0.2886, -0.0015, -0.0010, 0.0176, -0.0097, 0.0165, 0.0040, 0.0010, 0.3144, 0.0003, 0.0101, 0.0005, 0.0282, 0.0879, 0.0012, 0.0013, -0.0007, 0.0000, 0.0005, -0.0003, 0.0028, 0.0000, -0.0123, 0.0002, -0.0003, -0.0005, 0.0001, 0.0007, 0.0099, -0.0048, -0.0014, 0.0016, 0.0004, -0.0004, -0.0015, 0.0008, 0.0355, 0.0001, 0.0000, 0.0080, -0.0004, 0.2262, 0.0008, 0.0004, -0.0139, -0.0005, 0.0014, -0.0019, 0.0000, 0.0010], "total_charge": 1, "relative_energy_kcal_mol": 2.4, "gap_ev": [6.89, 6.84], "mol_weight_da": 899.7, "e_lumo_ha": [-0.10514, -0.13029], "e_homo_ev": [-9.75, -10.38], "spin_multiplicity": 4}